Entry 1:
A 2-piece molecular cluster, CH3BrS overall. Source: OMol25; level of theory: ωB97M-V/def2-TZVPD.

Results
- LUMO level (alpha / beta): -0.0822 / -0.0080 Eh
- Charge: 0
- E: -3011.96041 Ha
- Gap between HOMO and LUMO (alpha / beta): 6.06 / 9.66 eV
- Highest occupied orbital energy (alpha / beta): -8.30 / -9.87 eV

XYZ file:
```
6
CH3BrS (ωB97M-V/def2-TZVPD)
C -0.630 -0.433 -1.542
S 0.628 0.323 2.898
Br -1.051 0.293 -0.003
H 0.112 0.204 -2.046
H -0.804 -1.364 -2.014
H 1.745 0.977 2.706
```

---

Entry 2:
One molecule with the formula C2H2Cl2O. Source: OMol25; level of theory: ωB97M-V/def2-TZVPD.

Results
- Expectation value of S²: 2.009
- Multiplicity: 3
- LUMO level (alpha / beta): 0.0254 / -0.0994 Eh
- Charge: 0
- E: -1072.76806 Ha
- Gap between HOMO and LUMO (alpha / beta): 7.47 / 7.51 eV
- Highest occupied orbital energy (alpha / beta): -6.78 / -10.22 eV

XYZ file:
```
7
C2H2Cl2O (ωB97M-V/def2-TZVPD)
C 0.978 0.138 0.405
C -0.217 0.367 -0.165
O -1.558 -0.429 0.399
Cl -0.594 1.449 -1.375
Cl -1.754 -1.725 -0.611
H 2.005 0.738 0.161
H 1.142 -0.537 1.185
```

---

Entry 3:
C2H4LiMgO2 as an isolated structure. Source: OMol25; level of theory: ωB97M-V/def2-TZVPD.

Results
- LUMO level: -0.1809 Eh
- Charge: +1
- E: -436.46632 Ha
- Gap between HOMO and LUMO: 7.66 eV
- Highest occupied orbital energy: -12.58 eV

XYZ file:
```
10
C2H4LiMgO2 (ωB97M-V/def2-TZVPD)
O 0.655 0.451 0.509
C 0.380 0.132 -0.797
C -0.947 -0.547 -0.926
O -1.686 -0.684 0.044
H 1.130 -0.555 -1.241
H 0.345 1.004 -1.483
H -1.319 -0.785 -1.938
Mg -0.835 -0.079 1.851
Li 1.309 1.560 1.792
H 0.970 -0.499 2.190
```

---

Entry 4:
An isolated ion of composition C2H2N3O and charge +1. Source: OMol25; level of theory: ωB97M-V/def2-TZVPD.

Results
- SMILES: N#CC(=[NH2+])N=O
- LUMO level: -0.3227 Eh
- Charge: +1
- E: -316.44947 Ha
- Gap between HOMO and LUMO: 7.76 eV
- Highest occupied orbital energy: -16.54 eV

XYZ file:
```
8
C2H2N3O (ωB97M-V/def2-TZVPD)
N -1.027 2.325 -0.061
C -0.693 1.264 0.151
C -0.167 -0.091 0.095
N 1.267 -0.226 0.194
N -1.016 -0.985 0.033
O -1.769 -1.841 -0.070
H 1.751 0.624 -0.118
H 1.654 -1.069 -0.224
```

---

Entry 5:
One molecule with the formula C25H28N4O3. Source: OMol25; level of theory: ωB97M-V/def2-TZVPD.

Results
- SMILES: COc1ccc(N2CCN(C(=O)c3ccc4c(=O)n5c(nc4c3)CCCCC5)CC2)cc1
- LUMO level: 0.0202 Eh
- Charge: 0
- E: -1414.24983 Ha
- Gap between HOMO and LUMO: 7.99 eV
- Highest occupied orbital energy: -7.44 eV

XYZ file:
```
60
C25H28N4O3 (ωB97M-V/def2-TZVPD)
C 0.477 -5.703 0.506
O -0.704 -5.250 -0.105
C -1.444 -4.300 0.543
C -1.144 -3.756 1.785
C -1.963 -2.788 2.337
C -3.096 -2.312 1.677
N -3.913 -1.359 2.308
C -5.114 -0.902 1.641
C -4.807 0.282 0.685
N -3.374 0.444 0.555
C -2.772 0.124 -0.615
O -3.398 -0.212 -1.602
C -1.277 0.236 -0.642
C -0.521 -0.932 -0.803
C 0.849 -0.859 -0.880
C 1.490 0.381 -0.820
C 2.940 0.475 -0.904
O 3.693 -0.476 -0.991
N 3.439 1.784 -0.870
C 2.612 2.862 -0.741
N 1.332 2.785 -0.643
C 0.733 1.557 -0.687
C -0.660 1.470 -0.594
C 3.203 4.239 -0.721
C 3.804 4.643 -2.072
C 5.217 4.109 -2.288
C 5.291 2.585 -2.315
C 4.877 1.936 -0.994
C -2.682 0.706 1.795
C -3.254 -0.216 2.903
C -3.389 -2.874 0.431
C -2.584 -3.849 -0.118
H 0.274 -6.196 1.463
H 0.908 -6.426 -0.185
H 1.189 -4.886 0.663
H -0.278 -4.077 2.341
H -1.708 -2.411 3.316
H -5.580 -1.734 1.117
H -5.810 -0.574 2.422
H -5.229 1.214 1.076
H -5.203 0.103 -0.315
H -1.028 -1.882 -0.859
H 1.455 -1.745 -0.996
H -1.230 2.381 -0.494
H 2.383 4.913 -0.473
H 3.962 4.318 0.060
H 3.835 5.733 -2.122
H 3.148 4.296 -2.873
H 5.598 4.496 -3.235
H 5.868 4.485 -1.494
H 6.319 2.289 -2.531
H 4.659 2.194 -3.114
H 5.263 2.509 -0.146
H 5.280 0.921 -0.942
H -2.806 1.761 2.075
H -1.619 0.507 1.654
H -2.457 -0.530 3.573
H -4.001 0.317 3.497
H -4.233 -2.541 -0.149
H -2.818 -4.266 -1.085
```

---

Entry 6:
An isolated ion of composition C27H39Si and charge +1. Source: OMol25; level of theory: ωB97M-V/def2-TZVPD.

Results
- LUMO level: -0.2033 Eh
- Charge: +1
- E: -1341.29067 Ha
- Gap between HOMO and LUMO: 4.92 eV
- Highest occupied orbital energy: -10.46 eV

XYZ file:
```
67
C27H39Si (ωB97M-V/def2-TZVPD)
C -0.572 -1.587 -4.816
C -0.308 -1.137 -3.379
C 0.811 -1.953 -2.717
Si -1.898 -1.024 -2.355
C -2.454 0.789 -2.118
C -1.327 1.795 -2.342
C -3.144 1.038 -0.772
C -3.314 -2.045 -3.184
C -4.470 -1.162 -3.675
C -3.841 -3.225 -2.356
C -1.507 -1.525 -0.530
C -0.360 -0.989 0.254
C -0.328 0.146 1.081
H 0.338 -1.405 -5.403
H -0.785 -2.664 -4.855
H -1.407 -1.046 -5.286
H -0.007 -0.080 -3.396
H 1.634 -2.034 -3.440
H 1.186 -1.463 -1.807
H 0.477 -2.974 -2.475
H -3.194 0.910 -2.922
H -1.729 2.809 -2.211
H -0.498 1.677 -1.629
H -0.913 1.727 -3.355
H -3.479 2.082 -0.745
H -4.024 0.404 -0.619
H -2.460 0.888 0.073
H -2.810 -2.455 -4.075
H -5.182 -1.757 -4.267
H -5.018 -0.706 -2.837
H -4.119 -0.349 -4.322
H -4.555 -3.802 -2.965
H -3.034 -3.908 -2.067
H -4.360 -2.887 -1.448
H -2.437 -1.367 0.070
H -1.329 -2.626 -0.637
H 0.420 -1.767 0.353
H -0.162 1.118 0.529
H -1.275 0.102 1.739
C 2.641 0.918 0.975
C 4.087 0.929 1.110
C 4.922 0.433 0.071
C 6.304 0.319 0.211
C 6.909 0.649 1.440
C 6.112 1.055 2.530
C 4.720 1.179 2.375
C 1.851 1.394 1.994
C 0.603 0.737 2.459
C 0.145 1.221 3.836
C -0.352 0.325 4.839
C -0.708 0.753 6.149
C -0.623 2.106 6.481
C -0.029 2.986 5.580
C 0.310 2.570 4.260
H 2.267 0.374 0.076
H 4.477 0.207 -0.888
H 6.932 0.019 -0.629
H 7.994 0.522 1.574
H 6.605 1.301 3.486
H 4.114 1.511 3.229
H 2.285 2.316 2.443
H 0.948 -0.351 2.712
H -0.309 -0.777 4.690
H -1.054 0.012 6.893
H -0.822 2.443 7.513
H 0.219 4.023 5.868
H 0.886 3.274 3.625
```

---

Entry 7:
C30H33HfN4O3 as an isolated structure. Source: OMol25; level of theory: ωB97M-V/def2-TZVPD.

Results
- LUMO level: -0.3355 Eh
- Charge: +3
- E: -1654.98646 Ha
- Gap between HOMO and LUMO: 7.51 eV
- Highest occupied orbital energy: -16.64 eV

XYZ file:
```
71
C30H33HfN4O3 (ωB97M-V/def2-TZVPD)
Hf -0.667 0.578 0.631
C -3.668 0.162 -2.615
C -4.656 1.014 -2.146
C -4.501 1.699 -0.943
C -3.342 1.534 -0.202
C -2.321 0.665 -0.668
C -2.506 -0.016 -1.876
C -3.117 2.236 1.086
C -4.021 3.138 1.655
C -3.716 3.744 2.845
C -2.502 3.469 3.511
C -2.139 4.073 4.737
C -0.946 3.766 5.329
C -0.073 2.840 4.723
C -0.407 2.239 3.537
C -1.625 2.548 2.911
N -1.951 1.955 1.707
H -3.804 -0.364 -3.550
H -5.564 1.151 -2.719
H -5.296 2.351 -0.613
H -1.745 -0.693 -2.249
H -4.951 3.361 1.156
H -4.412 4.448 3.288
H -2.817 4.782 5.194
H -0.666 4.229 6.265
H 0.866 2.605 5.204
H 0.283 1.516 3.097
O -0.043 -1.476 0.262
C -0.376 -1.845 1.429
O -0.911 -0.983 2.202
C -0.068 -3.247 1.872
N -0.663 -3.497 3.242
C 0.480 -3.879 4.182
C 1.678 -3.204 3.542
C 1.456 -3.449 2.052
H -0.499 -3.933 1.144
H -1.384 -4.219 3.218
H -1.110 -2.633 3.567
H 0.560 -4.964 4.154
H 0.225 -3.558 5.188
H 2.613 -3.630 3.896
H 1.690 -2.136 3.773
H 1.703 -4.477 1.789
H 2.034 -2.786 1.408
C 7.149 1.862 2.277
C 6.299 1.392 1.107
N 5.510 0.186 1.413
C 6.218 -0.966 2.009
C 6.046 -1.063 3.517
C 4.220 0.026 1.158
O 3.552 -0.947 1.539
C 3.425 1.029 0.320
C 3.803 1.774 -0.794
C 2.840 2.470 -1.525
C 1.511 2.379 -1.175
N 1.134 1.629 -0.118
C 2.079 1.005 0.604
H 7.705 2.747 1.969
H 7.877 1.115 2.586
H 6.533 2.131 3.135
H 6.936 1.184 0.244
H 5.614 2.193 0.845
H 7.267 -0.867 1.735
H 5.834 -1.864 1.529
H 6.467 -0.204 4.035
H 6.555 -1.955 3.881
H 4.990 -1.146 3.774
H 4.834 1.799 -1.120
H 3.119 3.055 -2.391
H 0.729 2.869 -1.740
H 1.766 0.363 1.433
```

---

Entry 8:
A 4-piece molecular cluster, C8H12Cl6O7S overall. Source: OMol25; level of theory: ωB97M-V/def2-TZVPD.

Results
- SMILES: C[C@H]1COC(=O)O1.O=S1(=O)OCCO1.ClC(Cl)Cl.ClC(Cl)Cl
- LUMO level: 0.0070 Eh
- Charge: 0
- E: -3997.96864 Ha
- Gap between HOMO and LUMO: 10.98 eV
- Highest occupied orbital energy: -10.79 eV

XYZ file:
```
34
C8H12Cl6O7S (ωB97M-V/def2-TZVPD)
C -3.262 4.235 1.050
C -1.871 4.441 0.514
C -0.776 4.146 1.625
O -0.012 3.084 1.046
C -0.475 2.829 -0.180
O 0.015 2.025 -0.950
O -1.619 3.407 -0.415
H -3.318 4.665 2.050
H -3.397 3.196 1.352
H -4.080 4.455 0.363
H -1.779 5.433 0.072
H -1.245 3.839 2.560
H -0.333 5.135 1.743
O -2.403 -4.368 -6.528
S -1.074 -4.381 -7.184
O -1.025 -4.206 -8.651
O -0.021 -3.381 -6.330
C 0.879 -4.075 -5.471
C 0.748 -5.594 -5.740
O -0.170 -5.728 -6.805
H 1.862 -3.805 -5.857
H 0.631 -3.784 -4.450
H 0.346 -6.101 -4.863
H 1.652 -6.098 -6.082
Cl -0.085 -1.251 3.796
C 1.342 -2.252 3.451
Cl 1.477 -2.934 1.820
Cl 1.270 -3.604 4.545
H 2.179 -1.581 3.645
Cl 4.484 2.797 7.360
C 2.908 2.332 7.957
Cl 1.546 3.212 7.199
Cl 2.985 2.588 9.687
H 2.622 1.320 7.670
```

---

Entry 9:
One molecule with the formula C2H7N3S2. Source: OMol25; level of theory: ωB97M-V/def2-TZVPD.

Results
- SMILES: N/N=C(/CS)NS
- LUMO level: 0.0074 Eh
- Charge: 0
- E: -1040.92022 Ha
- Gap between HOMO and LUMO: 9.07 eV
- Highest occupied orbital energy: -8.87 eV

XYZ file:
```
14
C2H7N3S2 (ωB97M-V/def2-TZVPD)
N 1.807 1.830 -0.316
N 0.610 1.653 0.294
C 0.051 0.510 0.202
C -1.328 0.468 0.878
S -2.466 -0.306 -0.397
N 0.552 -0.513 -0.555
S 1.674 -1.573 0.222
H 1.791 1.286 -1.174
H 1.945 2.858 -0.662
H -1.290 -0.057 1.931
H -1.668 1.658 0.969
H -3.769 -0.510 0.571
H -0.122 -1.140 -1.183
H 2.663 -0.689 -0.105
```

---

Entry 10:
A 2-piece molecular cluster, C5H7NO overall. Source: OMol25; level of theory: ωB97M-V/def2-TZVPD.

Results
- SMILES: N=C1CC1.C=C=O
- LUMO level: 0.0306 Eh
- Charge: 0
- E: -324.57231 Ha
- Gap between HOMO and LUMO: 9.72 eV
- Highest occupied orbital energy: -8.89 eV

XYZ file:
```
14
C5H7NO (ωB97M-V/def2-TZVPD)
N 0.054 1.503 -0.806
C 0.756 0.896 0.022
C 1.278 0.500 1.364
C 1.939 0.021 0.138
H -0.901 1.784 -0.551
H 0.845 -0.219 2.038
H 1.739 1.244 2.068
H 2.933 0.471 -0.134
H 1.742 -1.008 -0.296
C -2.811 -0.554 -1.155
C -2.922 0.215 -0.182
O -2.933 0.794 0.851
H -1.865 -0.600 -1.864
H -3.716 -1.026 -1.452
```

---

Entry 11:
An isolated ion of composition C3H4N3 and charge +1. Source: OMol25; level of theory: ωB97M-V/def2-TZVPD.

Results
- LUMO level (alpha / beta): -0.2858 / -0.2739 Eh
- Charge: +1
- E: -280.38447 Ha
- Gap between HOMO and LUMO (alpha / beta): 7.55 / 7.83 eV
- Highest occupied orbital energy (alpha / beta): -15.32 / -15.29 eV

XYZ file:
```
10
C3H4N3 (ωB97M-V/def2-TZVPD)
C -0.642 0.087 -0.646
C -1.969 0.536 -0.523
C 1.652 -0.357 0.021
N -2.248 0.337 0.673
N -0.307 -0.014 1.418
N 0.236 -0.142 0.324
H -2.575 0.653 -1.331
H 1.691 -0.728 -1.016
H 2.127 -1.053 0.870
H 2.036 0.682 0.209
```

---

Entry 12:
A 9-piece molecular cluster, C45H62FNO28S overall. Source: OMol25; level of theory: ωB97M-V/def2-TZVPD.

Results
- SMILES: CCCCOC1=C([C@H](C)F)C(=O)C(N=C=O)=C(S)C1=O.C[C@@H]1COC(=O)O1.C[C@@H]1COC(=O)O1.C[C@@H]1COC(=O)O1.C[C@@H]1COC(=O)O1.C[C@@H]1COC(=O)O1.C[C@@H]1COC(=O)O1.C[C@@H]1COC(=O)O1.C[C@@H]1COC(=O)O1
- LUMO level: -0.0568 Eh
- Charge: 0
- E: -4411.33342 Ha
- Gap between HOMO and LUMO: 7.56 eV
- Highest occupied orbital energy: -9.11 eV

XYZ file:
```
138
C45H62FNO28S (ωB97M-V/def2-TZVPD)
C 6.732 0.015 1.468
C 5.591 1.072 1.998
C 4.128 0.685 1.434
C 3.096 0.168 2.560
O 2.050 -0.705 2.032
C 1.314 -0.084 0.974
C 1.523 -0.468 -0.387
C 2.540 -1.582 -0.933
C 1.758 -2.350 -2.157
F 2.888 -2.613 0.016
C 0.661 0.351 -1.499
O 1.191 0.702 -2.620
C -0.856 0.738 -1.104
N -1.926 0.742 -2.144
C -1.700 1.845 -2.854
O -1.348 2.925 -3.405
C -1.069 1.084 0.290
S -2.792 1.529 0.896
C 0.221 1.077 1.289
O 0.316 1.919 2.229
H 6.969 -0.679 2.354
H 6.352 -0.649 0.604
H 7.657 0.586 1.070
H 5.882 2.084 1.499
H 5.638 1.200 3.139
H 3.641 1.602 0.924
H 4.272 -0.103 0.601
H 3.619 -0.372 3.451
H 2.591 1.099 3.034
H 3.430 -1.049 -1.423
H 0.642 -2.373 -1.819
H 2.112 -3.457 -2.166
H 1.881 -1.822 -3.166
H -3.652 0.489 0.474
C 9.412 -3.190 5.653
C 9.260 -2.623 4.257
C 10.467 -2.833 3.391
O 10.393 -1.733 2.493
C 9.725 -0.739 3.148
O 9.652 0.399 2.764
O 9.153 -1.204 4.294
H 9.650 -4.255 5.626
H 10.194 -2.663 6.209
H 8.485 -3.055 6.217
H 8.357 -3.020 3.785
H 10.429 -3.779 2.848
H 11.413 -2.774 3.938
C 1.027 4.298 -2.109
C 1.999 4.078 -0.969
C 2.733 5.320 -0.558
O 3.952 4.799 -0.040
C 4.167 3.609 -0.671
O 5.196 2.991 -0.624
O 3.060 3.214 -1.364
H 0.300 5.077 -1.868
H 1.553 4.572 -3.029
H 0.487 3.373 -2.324
H 1.484 3.619 -0.117
H 2.197 5.883 0.204
H 2.968 5.986 -1.395
C -5.392 -3.622 -0.155
C -5.532 -2.843 1.134
C -6.952 -2.691 1.592
O -6.910 -1.474 2.322
C -5.889 -0.739 1.794
O -5.692 0.422 2.036
O -5.121 -1.494 0.956
H -5.848 -4.611 -0.074
H -5.850 -3.086 -0.989
H -4.334 -3.747 -0.408
H -4.906 -3.290 1.915
H -7.271 -3.516 2.231
H -7.666 -2.579 0.770
C 3.457 -4.160 2.897
C 4.429 -4.358 4.042
C 5.148 -3.103 4.442
O 6.371 -3.602 4.967
C 6.602 -4.800 4.346
O 7.640 -5.408 4.398
O 5.501 -5.213 3.656
H 2.721 -3.387 3.129
H 3.983 -3.888 1.977
H 2.927 -5.094 2.688
H 3.919 -4.815 4.897
H 4.604 -2.537 5.200
H 5.375 -2.441 3.599
C -11.423 0.362 -0.016
C -10.000 0.724 -0.385
C -9.826 1.081 -1.832
O -8.473 0.722 -2.076
C -8.167 -0.270 -1.192
O -7.174 -0.944 -1.244
O -9.137 -0.399 -0.244
H -12.116 1.168 -0.269
H -11.740 -0.555 -0.522
H -11.495 0.166 1.058
H -9.631 1.522 0.270
H -9.985 2.144 -2.020
H -10.467 0.501 -2.504
C -8.705 -4.487 -4.939
C -8.761 -4.192 -3.455
C -7.424 -4.260 -2.778
O -7.772 -4.621 -1.447
C -8.951 -5.305 -1.525
O -9.436 -5.925 -0.619
O -9.504 -5.192 -2.766
H -8.011 -3.817 -5.452
H -8.403 -5.523 -5.123
H -9.697 -4.369 -5.385
H -9.248 -3.225 -3.281
H -6.900 -3.303 -2.796
H -6.766 -5.034 -3.187
C 0.947 10.178 3.454
C 1.505 9.071 2.585
C 1.577 9.429 1.130
O 1.457 8.162 0.497
C 0.755 7.362 1.352
O 0.299 6.285 1.061
O 0.635 7.944 2.579
H 1.523 11.100 3.343
H -0.100 10.380 3.212
H 0.970 9.879 4.507
H 2.480 8.747 2.966
H 2.522 9.906 0.865
H 0.751 10.064 0.795
C 0.192 0.430 -5.226
C 0.754 -0.679 -6.090
C 0.807 -0.336 -7.549
O 0.698 -1.611 -8.168
C 0.014 -2.410 -7.298
O -0.428 -3.491 -7.574
O -0.101 -1.818 -6.075
H 0.754 1.358 -5.352
H -0.861 0.616 -5.461
H 0.229 0.141 -4.172
H 1.738 -0.987 -5.716
H 1.744 0.150 -7.828
H -0.030 0.285 -7.882
```

---

Number 1: maximum force 3.61 eV/Å. Number 2: maximum force 8.00 eV/Å. Number 3: maximum force 1.98 eV/Å. Number 4: maximum force 4.82 eV/Å. Number 5: maximum force 0.78 eV/Å. Number 6: maximum force 6.05 eV/Å. Number 7: maximum force 0.33 eV/Å. Number 8: maximum force 3.94 eV/Å. Number 9: maximum force 4.51 eV/Å. Number 10: maximum force 6.56 eV/Å. Number 11: maximum force 2.98 eV/Å. Number 12: maximum force 8.48 eV/Å.